(1)
C2H3F2N3O4 | ωB97M-V/def2-TZVPD

total charge: 0
multiplicity: 1
molecular weight: 171.06 g mol⁻¹
energy relative to the best compared isomer or geometry (same formula, charge and spin): 531.9 kJ/mol
max |F|: 3.32 eV Å⁻¹
LUMO (spin up / spin down): -2.3138 / -1.9171 eV
DFT total energy: -20205.4921 eV

XYZ file:
```
14
C2H3F2N3O4, DFT ωB97M-V/def2-TZVPD
C 0.83 -0.18 1.19
C 0.17 -0.20 -0.11
N -0.77 -1.28 -0.27
N 0.88 0.16 -1.37
N -1.02 1.54 -0.34
O -1.03 -1.94 0.75
O -1.23 -1.44 -1.34
O 0.21 0.58 -2.26
O 2.04 -0.15 -1.43
F -2.21 1.08 -0.20
F -0.83 2.45 0.67
H 1.34 0.74 1.27
H 0.08 -0.34 2.09
H 1.54 -1.02 1.34
```

(2)
C2H3F2N3O4 | ωB97M-V/def2-TZVPD

total charge: 0
multiplicity: 1
molecular weight: 171.06 g mol⁻¹
energy relative to the best compared isomer or geometry (same formula, charge and spin): 0.0 kJ/mol
max |F|: 2.94 eV Å⁻¹
LUMO: -1.0633 eV
DFT total energy: -20211.0047 eV
SMILES: NC(C(F)F)([N+](=O)[O-])[N+](=O)[O-]

XYZ file:
```
14
C2H3F2N3O4, DFT ωB97M-V/def2-TZVPD
N 0.09 0.15 1.02
C -0.80 -0.11 -0.02
C -0.46 -1.31 -0.99
F -0.31 -2.41 -0.30
F 0.71 -1.24 -1.59
N -2.20 -0.48 0.64
O -2.11 -0.55 1.82
O -3.21 -0.42 -0.06
N -1.13 1.28 -0.83
O -1.86 1.26 -1.77
O -0.68 2.23 -0.23
H 1.07 -0.26 0.99
H -0.31 -0.21 1.89
H -1.21 -1.27 -1.83
```

(3)
C2H3F2NO2 | ωB97M-V/def2-TZVPD

total charge: 0
multiplicity: 1
molecular weight: 111.05 g mol⁻¹
energy relative to the best compared isomer or geometry (same formula, charge and spin): 600.2 kJ/mol
max |F|: 4.92 eV Å⁻¹
LUMO (spin up / spin down): -2.3295 / -0.6684 eV
DFT total energy: -13135.0991 eV

XYZ file:
```
10
C2H3F2NO2, DFT ωB97M-V/def2-TZVPD
C -0.24 -0.13 0.11
C 2.76 -0.54 -0.25
N 2.90 0.76 0.08
O 3.02 1.55 -0.83
O 3.00 1.08 1.28
F 2.66 -1.59 0.56
F 2.78 -0.96 -1.54
H -0.14 -1.21 0.07
H -0.27 0.55 0.99
H -0.66 0.41 -0.76
```

(4)
C2H3F2NO2 | ωB97M-V/def2-TZVPD

total charge: 0
multiplicity: 1
molecular weight: 111.05 g mol⁻¹
energy relative to the best compared isomer or geometry (same formula, charge and spin): 266.8 kJ/mol
max |F|: 4.86 eV Å⁻¹
LUMO: -0.0428 eV
DFT total energy: -13138.5545 eV
SMILES: C=C(F)F.O=NO

XYZ file:
```
10
C2H3F2NO2, DFT ωB97M-V/def2-TZVPD
C 1.32 -0.97 0.70
C 1.13 0.27 0.35
F 1.55 1.26 1.10
F 0.53 0.76 -0.76
H 1.96 -1.28 1.58
H 0.92 -1.80 0.08
O -2.18 -1.01 -0.36
N -1.92 -0.07 -1.12
O -1.94 1.16 -0.53
H -1.37 1.67 -1.04
```

(5)
C2H3F2OP | ωB97M-V/def2-TZVPD

total charge: 0
multiplicity: 1
molecular weight: 112.02 g mol⁻¹
energy relative to the best compared isomer or geometry (same formula, charge and spin): 406.5 kJ/mol
max |F|: 3.65 eV Å⁻¹
LUMO: 0.3886 eV
DFT total energy: -18891.6972 eV
SMILES: O=CC(F)(F)P

XYZ file:
```
9
C2H3F2OP, DFT ωB97M-V/def2-TZVPD
O 1.47 0.97 -0.29
C 1.22 0.04 0.39
C -0.38 -0.61 0.35
F -0.56 -1.11 1.61
F -0.37 -1.68 -0.50
P -1.56 0.65 -0.33
H 1.98 -0.43 1.14
H -0.66 1.82 -0.64
H -1.14 0.36 -1.72
```

(6)
C2H3F2P | ωB97M-V/def2-TZVPD

total charge: 0
multiplicity: 1
molecular weight: 96.02 g mol⁻¹
energy relative to the best compared isomer or geometry (same formula, charge and spin): 329.6 kJ/mol
max |F|: 3.35 eV Å⁻¹
LUMO: 0.2212 eV
DFT total energy: -16843.3517 eV
SMILES: FC1=PC1.F

XYZ file:
```
8
C2H3F2P, DFT ωB97M-V/def2-TZVPD
F 1.53 0.25 1.75
C 0.87 0.45 0.61
P 0.74 1.07 -0.93
C -0.57 0.59 0.36
H -1.16 -0.23 0.23
H -1.10 1.43 0.85
F 0.15 -1.90 -1.07
H -0.47 -1.66 -1.81
```

(7)
C2H3F2P | ωB97M-V/def2-TZVPD

total charge: 0
multiplicity: 1
molecular weight: 96.02 g mol⁻¹
energy relative to the best compared isomer or geometry (same formula, charge and spin): 399.2 kJ/mol
max |F|: 2.90 eV Å⁻¹
LUMO (spin up / spin down): -2.3681 / -2.8103 eV
DFT total energy: -16842.6304 eV

XYZ file:
```
8
C2H3F2P, DFT ωB97M-V/def2-TZVPD
C 1.39 0.33 0.39
C 0.35 -0.39 -0.10
F -1.95 -1.53 -0.32
F -2.43 1.94 -0.62
P -1.28 -0.39 0.63
H 2.16 0.26 -0.35
H 1.15 0.84 1.32
H 0.60 -1.06 -0.94
```

(8)
C2H3F2PS | ωB97M-V/def2-TZVPD

total charge: 0
multiplicity: 1
molecular weight: 128.08 g mol⁻¹
energy relative to the best compared isomer or geometry (same formula, charge and spin): 27.2 kJ/mol
max |F|: 3.28 eV Å⁻¹
LUMO: 0.4681 eV
DFT total energy: -27683.3092 eV
SMILES: C=CP(F)(F)=S

XYZ file:
```
9
C2H3F2PS, DFT ωB97M-V/def2-TZVPD
C 0.19 -0.37 -0.25
C -0.67 0.49 0.25
P -2.62 0.21 0.00
F -2.96 1.05 -1.33
F -3.21 1.34 0.99
S -3.39 -1.54 0.13
H 1.25 -0.20 -0.16
H -0.12 -1.29 -0.72
H -0.44 1.43 0.72
```